# 1
This record from the OMol25 dataset describes a structure of composition C37H33PtS4Sb2. The level of theory is the ωB97M-V functional and the def2-TZVPD basis.

Molar mass ... 1044.537 g mol⁻¹
DFT total energy ... -3622.27628 a.u.
Net charge ... -1
Highest occupied orbital energy (alpha / beta) ... -0.146 / -0.173 Eh
Orbital gap (alpha / beta) ... 0.2362 / 0.2025 Ha
Expectation value of S² ... 2.015
2S+1 ... 3
F_max ... 0.766 eV Å⁻¹

```
77
Properties=species:S:1:pos:R:3:forces:R:3
Pt 0.4006 -0.5325 0.2909 0.25 -0.48 -0.54
C -2.2375 0.2585 2.2010 0.22 0.08 -0.04
C -1.9463 1.7192 1.8651 -0.17 -0.04 -0.02
C -1.3732 1.9024 0.4725 0.23 0.15 0.07
Sb -0.9663 3.9293 -0.2300 -0.03 0.00 0.21
C -1.4742 5.0131 1.5718 0.00 -0.03 -0.15
C -2.4212 6.0312 1.4652 0.03 -0.07 0.08
C -2.7921 6.7853 2.5737 0.00 -0.01 0.01
C -2.2194 6.5255 3.8099 -0.01 0.00 -0.03
C -1.2714 5.5169 3.9314 0.02 -0.02 -0.01
C -0.8991 4.7717 2.8206 0.00 0.04 0.00
C 1.1691 4.1506 -0.0271 -0.16 -0.07 0.05
C 1.9951 3.4217 -0.8812 -0.01 -0.06 0.09
C 3.3697 3.6134 -0.8694 -0.01 -0.04 0.01
C 3.9347 4.5466 -0.0119 0.03 -0.02 0.01
C 3.1198 5.2901 0.8288 0.01 -0.01 0.02
C 1.7438 5.0974 0.8187 0.02 -0.04 -0.11
Sb -0.9255 -1.5547 2.6517 -0.22 -0.17 0.30
C 1.2104 -2.0729 2.9431 -0.15 0.05 -0.14
C 1.9960 -1.6465 4.0090 0.04 0.12 -0.09
C 3.2998 -2.1059 4.1518 -0.01 0.01 0.01
C 3.8309 -3.0098 3.2404 0.00 0.05 0.02
C 3.0427 -3.4712 2.1963 -0.01 0.03 0.01
C 1.7402 -3.0093 2.0518 0.00 0.02 0.09
C -1.0215 -0.9905 4.7614 -0.01 -0.03 0.01
C -1.1599 -1.9993 5.7151 0.05 0.06 -0.03
C -1.2433 -1.7040 7.0707 0.00 -0.02 -0.01
C -1.1889 -0.3843 7.4997 0.00 0.01 -0.04
C -1.0430 0.6326 6.5653 0.00 -0.01 -0.01
C -0.9605 0.3283 5.2107 -0.01 -0.05 0.02
H -2.8394 -0.1761 1.3975 0.05 -0.04 0.00
H -2.8217 0.2057 3.1255 -0.01 -0.07 -0.03
H -1.3071 2.1758 2.6200 -0.05 0.00 -0.02
H -2.9008 2.2605 1.9209 0.02 0.03 0.09
H -2.0663 1.5031 -0.2708 0.03 -0.04 -0.01
H -0.4482 1.2889 0.4014 -0.18 0.65 -0.12
H -2.8764 6.2371 0.5022 0.00 0.03 0.02
H -3.5251 7.5768 2.4697 0.00 -0.02 0.00
H -2.5062 7.1095 4.6760 0.00 -0.01 -0.01
H -0.8174 5.3126 4.8943 0.00 0.00 -0.02
H -0.1361 4.0077 2.9265 0.00 0.00 -0.01
H 1.5740 2.6779 -1.5492 0.04 0.00 0.00
H 3.9997 3.0267 -1.5272 -0.01 -0.03 0.03
H 5.0089 4.6880 0.0028 -0.02 0.00 0.01
H 3.5566 6.0184 1.5025 -0.01 0.00 -0.01
H 1.1212 5.6959 1.4701 0.00 0.01 0.05
H 1.6035 -0.9325 4.7232 0.02 0.01 0.00
H 3.9063 -1.7476 4.9762 -0.01 0.01 -0.02
H 4.8560 -3.3464 3.3420 -0.02 -0.01 0.00
H 3.4470 -4.1805 1.4833 -0.02 0.01 0.00
H 1.1348 -3.3848 1.2354 -0.02 0.04 -0.05
H -1.1965 -3.0351 5.3900 -0.01 0.01 0.04
H -1.3519 -2.5040 7.7947 0.00 0.01 -0.02
H -1.2624 -0.1493 8.5548 0.02 -0.01 -0.01
H -0.9942 1.6661 6.8906 0.00 -0.02 -0.01
H -0.8453 1.1370 4.4971 -0.02 -0.02 0.02
S -0.8581 -2.3238 -0.7239 0.07 -0.03 0.18
S 0.0385 -2.9361 -2.3765 0.13 0.43 -0.25
S 1.0217 -1.2184 -3.2268 -0.03 -0.60 0.14
S 0.3439 0.3167 -2.2046 -0.01 0.18 0.49
C 5.9342 -0.2463 0.5238 0.05 -0.04 -0.03
C 4.9383 -0.7962 -0.3114 -0.05 0.04 0.06
C 3.6172 -0.5639 -0.0459 0.01 0.04 0.09
C 3.2066 0.2360 1.0556 0.02 0.07 0.14
C 1.8174 0.4710 1.3549 0.17 -0.14 -0.33
C 1.5323 1.2988 2.4149 -0.15 0.03 -0.09
C 2.5361 1.8861 3.2113 -0.03 0.01 0.02
C 3.8522 1.6349 2.9620 0.09 0.07 0.10
C 4.2211 0.8029 1.8787 -0.14 -0.09 -0.15
C 5.5813 0.5284 1.5911 0.05 0.04 -0.01
H 6.9796 -0.4419 0.3115 -0.02 0.01 0.03
H 5.2233 -1.4079 -1.1589 -0.02 0.01 0.00
H 2.8549 -0.9920 -0.6834 -0.07 -0.02 -0.04
H 0.4957 1.4967 2.6705 0.11 -0.03 -0.01
H 2.2475 2.5283 4.0374 0.03 0.01 0.00
H 4.6296 2.0753 3.5793 -0.02 -0.03 -0.03
H 6.3459 0.9536 2.2341 -0.03 0.01 -0.01
```
Forces are in eV/Å.

Löwdin charges, unit e, in atom order:
1 Pt 0.338
2 C -0.368
3 C -0.384
4 C -0.440
5 Sb 1.457
6 C -0.407
7 C -0.156
8 C -0.104
9 C -0.103
10 C -0.087
11 C -0.146
12 C -0.395
13 C -0.148
14 C -0.084
15 C -0.100
16 C -0.099
17 C -0.138
18 Sb 1.340
19 C -0.402
20 C -0.128
21 C -0.092
22 C -0.103
23 C -0.098
24 C -0.175
25 C -0.407
26 C -0.147
27 C -0.106
28 C -0.113
29 C -0.097
30 C -0.134
31 H 0.030
32 H 0.033
33 H 0.043
34 H 0.107
35 H 0.039
36 H -0.064
37 H 0.077
38 H 0.095
39 H 0.095
40 H 0.100
41 H 0.091
42 H 0.031
43 H 0.105
44 H 0.096
45 H 0.095
46 H 0.079
47 H 0.092
48 H 0.098
49 H 0.094
50 H 0.099
51 H 0.054
52 H 0.089
53 H 0.094
54 H 0.092
55 H 0.095
56 H 0.077
57 S -0.068
58 S -0.060
59 S -0.107
60 S -0.039
61 C -0.104
62 C -0.091
63 C -0.053
64 C -0.181
65 C -0.278
66 C -0.147
67 C -0.089
68 C -0.059
69 C -0.182
70 C -0.055
71 H 0.091
72 H 0.095
73 H 0.062
74 H 0.052
75 H 0.098
76 H 0.103
77 H 0.102

=====

# 2
This record from the OMol25 dataset describes a cluster of 7 separate species, C37H34BF48NO7 in total at a distorted geometry. The level of theory is the ωB97M-V functional and the def2-TZVPD basis.

Molar mass ... 1527.395 g mol⁻¹
DFT total energy ... -6830.15475 a.u.
Highest occupied orbital energy ... -0.360 Eh
Orbital gap ... 0.3413 Ha
F_max ... 2.366 eV Å⁻¹

```
128
Properties=species:S:1:pos:R:3:forces:R:3
F 7.2388 2.6629 4.5024 0.02 0.05 0.03
C 6.2979 2.4361 3.5682 -0.05 -0.02 0.04
F 5.6347 3.5946 3.3386 0.03 0.02 0.00
C 5.2920 1.3893 4.0563 -0.27 0.08 0.08
F 4.6051 1.8498 5.1154 0.17 0.08 0.16
F 4.3881 1.2898 3.0268 0.17 0.00 -0.10
C 5.8120 -0.0295 4.3206 -0.03 -0.37 -0.30
O 6.0501 -0.3510 5.6743 -0.20 0.41 0.19
C 7.2673 -0.1775 6.2609 0.08 -0.18 0.03
F 8.1901 0.2913 5.4041 0.04 0.03 -0.01
F 7.6957 -1.3871 6.6951 0.08 -0.03 -0.06
C 7.1657 0.7147 7.5080 -0.02 -0.07 -0.03
F 6.7189 1.9378 7.1645 0.00 0.04 -0.03
F 8.3962 0.8432 8.0496 -0.01 0.01 0.01
H 6.7727 2.1111 2.6390 0.02 0.00 0.01
H 5.0024 -0.6911 4.0146 0.00 -0.02 0.00
H 6.6687 -0.2583 3.6861 0.04 0.12 0.03
H 6.4875 0.2651 8.2348 -0.01 0.01 0.01
F 0.3768 2.0530 2.4831 0.09 0.66 0.12
C 1.2157 2.6552 3.3574 0.18 0.10 0.12
F 1.7843 1.6955 4.1123 -0.08 -0.05 0.02
C 0.4392 3.6094 4.2698 0.00 -0.04 0.02
F -0.4285 2.9072 5.0237 -0.01 -0.01 0.00
F 1.3850 4.1467 5.0949 -0.03 0.00 -0.01
C -0.2657 4.7984 3.6053 0.11 0.41 -0.05
O -1.6512 4.6446 3.3718 -0.08 -0.48 0.20
C -2.1444 4.1615 2.1977 -0.06 0.24 -0.07
F -1.1776 3.8890 1.3038 0.01 -0.05 -0.03
F -2.9360 5.1169 1.6545 0.04 0.00 -0.07
C -3.0475 2.9380 2.4253 -0.24 0.46 -0.05
F -2.3416 1.9377 2.9887 -1.37 1.91 0.27
F -3.5086 2.5135 1.2284 0.02 -0.07 0.02
H 1.9957 3.1846 2.8041 0.00 0.00 0.01
H -0.1951 5.6034 4.3347 -0.03 0.01 -0.02
H 0.2673 5.1165 2.7092 0.01 -0.10 -0.02
H -3.8856 3.2061 3.0702 0.00 -0.03 0.01
F -7.0493 -0.7082 -2.1600 -0.01 0.04 -0.02
C -5.7956 -0.5485 -2.6352 -0.06 -0.01 -0.02
F -5.7665 -1.0177 -3.8991 -0.01 -0.08 0.00
C -4.8164 -1.3504 -1.7749 0.02 -0.11 0.06
F -5.0849 -2.6646 -1.8770 0.01 0.02 -0.01
F -3.5776 -1.1342 -2.3295 -0.04 -0.01 -0.03
C -4.6768 -0.9371 -0.3067 0.47 0.32 0.37
O -5.3807 -1.7195 0.6318 -0.23 -0.34 -0.34
C -6.6362 -1.3872 1.0361 0.11 -0.03 0.32
F -7.0862 -0.2589 0.4662 -0.04 0.05 -0.02
F -6.5945 -1.1591 2.3790 -0.02 0.12 -0.01
C -7.6144 -2.5481 0.8174 -0.16 0.03 -0.16
F -7.7083 -2.8150 -0.5036 0.00 0.05 0.03
F -8.8325 -2.1612 1.2626 -0.01 -0.04 0.00
H -5.5368 0.5129 -2.6400 0.01 0.00 0.00
H -3.6274 -1.1044 -0.0656 0.01 -0.02 0.01
H -4.8654 0.1279 -0.1688 -0.10 -0.01 -0.14
H -7.2980 -3.4422 1.3465 0.04 0.02 -0.02
F -1.1774 2.1484 -7.5366 -0.05 -0.03 -0.04
C 0.1511 2.2990 -7.6812 0.07 0.00 0.05
F 0.5102 1.8368 -8.8989 -0.03 0.01 -0.02
C 0.9014 1.4918 -6.6155 -0.08 -0.09 -0.06
F 0.6730 0.1796 -6.7855 0.02 0.02 0.00
F 2.2292 1.7259 -6.8878 0.06 0.03 0.03
C 0.7025 1.8923 -5.1485 0.23 0.23 0.27
O -0.2017 1.1011 -4.4099 -0.07 -0.33 -0.35
C -1.5236 1.4186 -4.3020 -0.02 0.07 0.21
F -1.8292 2.5639 -4.9359 -0.02 0.02 -0.03
F -1.7979 1.6026 -2.9866 -0.02 0.10 0.03
C -2.4197 0.2646 -4.7704 0.03 -0.08 0.00
F -2.1988 0.0068 -6.0738 -0.01 0.08 -0.03
F -3.7097 0.6378 -4.6148 0.05 0.10 -0.08
H 0.4095 3.3593 -7.6145 -0.02 0.01 0.00
H 1.6702 1.7159 -4.6813 -0.02 0.00 0.02
H 0.4826 2.9567 -5.0621 -0.06 -0.01 -0.09
H -2.2260 -0.6313 -4.1828 0.02 -0.02 0.02
F -7.2928 -3.6508 5.3360 -0.06 -0.05 0.02
C -6.2047 -3.4631 4.5689 0.09 0.11 -0.05
F -6.5114 -3.8324 3.2996 0.01 -0.14 0.13
C -5.0405 -4.3328 5.0524 -0.05 -0.04 0.00
F -5.3583 -5.6347 4.9292 0.00 -0.01 0.01
F -4.0216 -4.0626 4.1788 0.00 -0.02 0.02
C -4.4780 -4.0402 6.4489 0.35 0.22 0.13
O -4.9147 -4.8944 7.4850 -0.27 -0.32 -0.27
C -5.9982 -4.6044 8.2590 0.09 0.04 0.15
F -6.5582 -3.4259 7.9401 -0.04 0.04 -0.01
F -5.5785 -4.5178 9.5445 0.00 0.10 0.05
C -7.0339 -5.7390 8.2208 0.08 0.02 0.01
F -7.4855 -5.9086 6.9639 -0.01 0.02 -0.03
F -8.0755 -5.3999 9.0106 -0.01 -0.02 0.00
H -5.9310 -2.4053 4.5636 0.00 -0.01 0.01
H -3.4104 -4.2350 6.3612 -0.01 0.00 0.03
H -4.6011 -2.9877 6.7045 -0.10 -0.01 -0.05
H -6.5851 -6.6666 8.5798 -0.01 -0.01 0.00
F 5.8294 0.1714 -8.5410 0.05 -0.02 0.01
C 4.5461 0.0645 -8.9441 -0.10 0.02 -0.03
F 4.2149 -1.2444 -8.9695 0.04 -0.03 0.02
C 4.3767 0.6403 -10.3535 0.09 -0.06 -0.01
F 5.0968 -0.0812 -11.2342 -0.02 0.02 0.00
F 3.0527 0.4677 -10.6423 -0.02 0.00 -0.02
C 4.6473 2.1390 -10.5359 -0.27 0.35 -0.02
O 5.9105 2.4875 -11.0644 0.16 -0.46 -0.09
C 6.9801 2.7688 -10.2711 0.01 0.18 -0.02
F 6.6823 2.7116 -8.9617 0.01 -0.01 0.04
F 7.3727 4.0393 -10.5382 -0.02 0.07 0.07
C 8.1810 1.8707 -10.6069 -0.05 0.05 -0.03
F 7.8682 0.5801 -10.3910 -0.02 -0.03 0.02
F 9.2100 2.2058 -9.7973 0.01 -0.01 -0.01
H 3.8943 0.5824 -8.2371 0.02 0.00 0.01
H 3.9342 2.4554 -11.2952 0.02 0.02 0.00
H 4.4220 2.6876 -9.6210 0.04 -0.09 0.05
H 8.4716 2.0111 -11.6492 0.01 -0.01 -0.01
O 3.8138 -2.3658 1.9657 0.01 0.11 0.07
C 3.2054 -1.1214 1.5983 0.06 0.02 -0.03
C 2.5563 -1.2075 0.2097 -0.02 -0.37 0.14
B 1.2565 -2.0919 0.2035 0.02 0.15 -0.01
C 0.0286 -1.7209 1.0916 -0.20 0.01 0.05
C -0.1261 -0.4637 1.6946 0.13 -0.33 -0.27
C -1.2397 -0.1987 2.4820 0.75 -0.25 0.12
N -2.1956 -1.0962 2.7058 -0.29 -0.09 0.08
C -2.0712 -2.2907 2.1361 0.05 -0.27 -0.26
C -0.9960 -2.6464 1.3283 0.03 0.16 0.02
H 3.2116 -2.8621 2.5274 -0.03 0.00 -0.06
H 2.4847 -0.8208 2.3650 0.02 0.05 -0.07
H 4.0029 -0.3771 1.5965 -0.07 -0.16 -0.10
H 3.3067 -1.6114 -0.4745 -0.02 0.21 -0.04
H 2.2849 -0.1946 -0.1171 0.07 0.01 0.01
H 1.1924 -3.0714 -0.4771 -0.08 -0.04 0.04
H 0.6065 0.3251 1.5472 -0.17 -0.52 -0.09
H -1.3639 0.7739 2.9495 0.99 -1.92 -0.31
H -2.8718 -3.0034 2.3082 0.01 0.08 0.06
H -0.9611 -3.6337 0.8803 0.01 0.04 0.03
```
Forces are in eV/Å.

Löwdin atomic charge list, values in e, 99 entries:
1 F 0.103
2 C -0.304
3 F 0.092
4 C -0.432
5 F 0.143
6 F 0.069
7 C -0.032
8 O 0.057
9 C -0.550
10 F 0.153
11 F 0.142
12 C -0.287
13 F 0.103
14 F 0.102
15 H 0.174
16 H 0.141
17 H 0.153
18 H 0.175
19 F 0.058
20 C -0.285
21 F 0.103
22 C -0.439
23 F 0.145
24 F 0.108
25 C -0.036
26 O 0.056
27 C -0.544
28 F 0.153
29 F 0.145
30 C -0.253
31 F 0.051
32 F 0.103
33 H 0.177
34 H 0.152
35 H 0.149
36 H 0.181
37 F 0.098
38 C -0.310
39 F 0.100
40 C -0.425
41 F 0.148
42 F 0.084
43 C -0.039
44 O 0.052
45 C -0.542
46 F 0.156
47 F 0.126
48 C -0.281
49 F 0.101
50 F 0.101
51 H 0.170
52 H 0.136
53 H 0.145
54 H 0.153
55 F 0.105
56 C -0.310
57 F 0.099
58 C -0.435
59 F 0.150
60 F 0.077
61 C -0.042
62 O 0.055
63 C -0.543
64 F 0.153
65 F 0.139
66 C -0.286
67 F 0.110
68 F 0.096
69 H 0.173
70 H 0.150
71 H 0.148
72 H 0.164
73 F 0.108
74 C -0.296
75 F 0.081
76 C -0.436
77 F 0.144
78 F 0.088
79 C -0.037
80 O 0.053
81 C -0.550
82 F 0.154
83 F 0.140
84 C -0.288
85 F 0.104
86 F 0.101
87 H 0.169
88 H 0.151
89 H 0.150
90 H 0.175
91 F 0.096
92 C -0.305
93 F 0.103
94 C -0.442
95 F 0.142
96 F 0.101
97 C -0.039
98 O 0.053
99 C -0.550